Entry 1:
16
Properties=species:S:1:pos:R:3:forces:R:3:nbo_charge:R:1 method="wB97M-V/def2-TZVPD" smiles=CC(C)[C@H]1CO1 total_energy_ev=-7393.455 homo_energy_ev=-10.16 relative_energy_kj_mol=126.4 spin_multiplicity=1
H -0.101 2.234 -0.899 -0.1 -0.1 0.0 0.209
O 1.402 -1.432 0.317 0.0 -0.3 0.0 -0.495
C 1.037 -0.119 -0.091 -0.1 0.2 -0.2 0.061
C -1.312 -0.993 -0.353 0.0 0.0 0.0 -0.602
H 1.578 0.211 -0.983 -0.1 0.0 0.1 0.179
H 2.903 -0.171 1.141 -0.2 0.0 -0.1 0.180
H 1.336 -0.280 2.093 0.0 0.0 -0.1 0.176
C 1.828 -0.348 1.123 0.1 0.2 0.2 -0.107
H -0.515 0.997 -2.101 0.0 0.1 0.1 0.203
C -0.450 0.240 -0.071 0.0 0.0 0.1 -0.249
C -0.726 1.353 -1.085 0.0 0.0 0.0 -0.602
H -1.092 -1.791 0.361 -0.1 0.1 -0.1 0.225
H -1.120 -1.382 -1.361 0.0 0.1 0.1 0.204
H -1.774 1.670 -1.053 0.2 -0.1 0.0 0.213
H -2.376 -0.742 -0.281 0.2 0.0 0.0 0.206
H -0.715 0.613 0.929 0.1 -0.1 -0.1 0.198

Entry 2:
28
Properties=species:S:1:pos:R:3:forces:R:3:nbo_charge:R:1 method="wB97M-V/def2-TZVPD" smiles=CC(C)(C)C#C[Si](C)(C)CBr total_energy_ev=-87527.140 homo_energy_ev=-9.17 relative_energy_kj_mol=164.1 spin_multiplicity=1
H -0.510 -3.480 0.210 0.6 -0.2 0.4 0.205
H 3.069 2.832 0.907 0.1 0.6 0.4 0.246
C -1.664 -1.809 1.936 -1.4 -0.1 -2.2 -0.573
Si 1.738 1.382 -0.428 -1.8 -0.6 -2.2 1.624
H -1.844 -0.988 2.545 -0.8 1.8 0.9 0.206
C 0.671 -0.077 -0.054 -0.8 -2.1 0.3 -0.584
H -2.164 -3.463 -0.031 -3.3 -2.0 0.4 0.193
C 2.668 1.843 1.018 -2.7 1.1 1.2 -1.139
H -3.600 -1.558 -0.038 1.3 0.9 -0.1 0.203
H -1.100 -2.876 -1.316 -0.4 0.0 0.6 0.211
C -0.234 -0.877 0.207 2.3 3.7 -0.9 0.190
H -2.458 -2.531 1.982 -0.5 -0.3 0.5 0.202
Br -1.048 2.025 -1.960 -0.1 -0.1 -0.4 0.006
C 2.880 1.513 -1.932 0.5 0.3 1.8 -1.088
C -2.697 -0.853 -0.157 -1.2 -1.2 0.3 -0.588
C -1.488 -1.501 0.440 0.3 -4.0 -0.1 -0.191
H -2.564 -0.709 -1.237 -0.1 0.7 0.5 0.231
H -0.793 -2.201 2.287 2.4 -1.5 1.0 0.210
H -2.852 -0.026 0.525 -0.6 0.9 -0.8 0.217
C 0.228 2.525 -0.620 2.4 1.5 -2.0 -0.884
H 0.585 3.557 -0.878 -0.5 -0.7 0.2 0.228
H 3.163 2.568 -2.014 0.0 0.1 0.3 0.237
H 3.379 1.176 1.297 2.5 -2.0 0.6 0.248
H 1.864 1.696 1.803 0.9 0.9 -0.4 0.252
H -0.289 2.557 0.264 -1.3 0.2 2.2 0.221
H 2.603 1.244 -2.904 -0.7 -0.8 -1.2 0.248
H 3.788 0.981 -1.622 0.0 0.0 -0.3 0.235
C -1.329 -2.948 -0.229 2.8 2.8 -1.0 -0.568

Entry 3:
30
Properties=species:S:1:pos:R:3:forces:R:3:nbo_charge:R:1 method="wB97M-V/def2-TZVPD" s2=0.760 total_energy_ev=-36211.820 homo_energy_ev="-15.16 / -15.16" relative_energy_kj_mol=76.1 spin_multiplicity=2 total_charge=+2
C -0.884 -0.612 3.195 0.1 0.1 0.0 -0.289
N -0.492 -0.442 1.020 -0.5 -0.4 0.4 -0.245
C 1.333 0.468 -2.592 0.0 0.0 -0.1 -0.045
N 1.818 0.807 -0.480 0.0 0.1 -0.1 -0.248
Ir -0.834 -0.550 -0.898 1.1 0.1 0.3 1.152
H 2.788 0.325 1.506 -0.2 -0.5 -0.3 0.008
C 0.318 0.051 2.963 -0.2 -0.1 0.2 0.061
H -1.504 -4.086 0.570 0.0 0.0 0.0 0.267
H -2.283 -1.399 1.664 0.0 0.1 0.0 0.228
I -2.884 -2.393 -0.976 -0.3 0.3 -0.1 0.477
H 1.032 0.455 3.662 0.0 0.0 -0.1 0.268
C -1.372 -0.903 1.945 0.1 0.0 0.1 -0.052
C 2.789 1.346 -1.205 0.0 0.0 -0.2 0.072
H 3.622 1.832 -0.723 0.0 0.0 0.0 0.267
O -1.791 1.069 -1.025 -0.3 -1.0 -1.1 -0.505
C -1.459 -3.880 -0.494 0.1 -0.3 0.1 -0.714
H -1.649 -4.769 -1.086 0.0 0.0 -0.1 0.276
H -2.978 2.594 -1.701 0.1 -0.2 -0.1 0.231
H -1.339 -0.848 4.141 0.0 0.0 0.0 0.276
H -1.365 3.062 -1.108 0.1 -0.2 0.0 0.253
N 0.923 0.256 -1.315 -0.3 0.0 -0.2 -0.322
I 0.454 -3.077 -0.946 -0.3 0.8 0.0 0.519
C -2.224 2.397 -0.940 -0.1 0.6 0.6 -0.268
H 0.767 0.112 -3.439 -0.1 0.0 0.0 0.242
C 2.520 1.155 -2.564 0.0 0.0 0.0 -0.282
H 3.108 1.473 -3.406 0.0 0.0 0.0 0.277
N 0.533 0.150 1.656 -0.1 -0.1 -0.3 -0.248
H -2.629 2.614 0.049 0.1 -0.1 0.1 0.228
B 1.791 0.833 1.061 1.1 0.6 0.9 0.105
H 1.889 1.961 1.466 -0.5 0.1 -0.3 0.010

Entry 4:
67
Properties=species:S:1:pos:R:3:forces:R:3:nbo_charge:R:1 method="wB97M-V/def2-TZVPD" total_energy_ev=-196815.862 homo_energy_ev="-13.02 / -13.02" relative_energy_kj_mol=25.3 spin_multiplicity=1 total_charge=+2
H -2.829 -1.108 -2.846 0.0 0.0 0.0 0.232
O -0.979 -0.336 -1.286 -0.3 -0.1 -0.5 -0.659
H 4.542 2.268 4.429 0.0 0.0 0.0 0.227
O -1.830 -2.089 0.827 0.0 0.1 0.0 -0.844
H 4.180 -1.092 -2.445 0.0 0.0 0.0 0.259
C -0.535 -3.611 -2.849 0.1 -0.1 0.0 -0.138
H 5.666 1.606 3.211 0.0 0.0 0.0 0.233
C -2.362 -4.119 -4.306 0.0 0.0 0.0 -0.044
H 3.880 3.449 2.458 0.0 0.0 0.0 0.432
O -2.624 0.211 1.127 0.0 0.3 0.2 -0.833
H 2.516 3.442 1.396 0.0 0.0 0.0 0.438
C -0.957 2.814 0.655 0.2 -0.1 0.2 0.173
H -2.766 4.943 -1.217 0.0 0.0 0.0 0.247
H -3.885 -0.435 2.669 0.0 0.0 0.0 0.196
O 1.264 -1.119 1.584 -0.1 -0.7 0.2 -0.587
C 3.168 -0.443 3.038 0.1 -0.1 0.1 -0.305
H -1.778 -4.106 0.626 0.0 0.0 0.0 0.216
H -0.686 -5.423 -3.989 0.0 0.0 0.0 0.248
O 1.464 0.602 -1.870 0.0 -0.1 -0.4 -0.694
H -0.177 -3.362 0.836 0.0 0.0 0.0 0.193
O -1.346 -1.081 2.942 0.2 0.1 0.1 -0.828
H -1.470 0.490 4.299 0.0 0.0 0.0 0.198
C 2.959 1.655 2.208 0.1 0.3 -0.2 0.681
H -0.927 3.601 -4.000 0.0 0.0 0.0 0.241
C -2.978 -2.912 -3.997 0.0 0.1 0.0 -0.241
C -2.365 -2.050 -3.109 -0.1 0.1 0.0 -0.136
C -1.145 -4.477 -3.737 0.1 0.0 0.0 -0.240
H 4.276 0.660 -2.658 0.0 0.0 0.0 0.263
H 0.414 -3.872 -2.399 0.0 0.0 0.0 0.236
Br -3.191 -5.290 -5.510 0.0 0.0 0.0 0.146
N 1.961 0.955 1.607 -0.2 0.3 0.3 -0.599
O 0.549 -1.768 -0.946 -0.1 -0.7 -0.3 -0.645
H 2.830 -0.778 4.019 0.0 0.0 0.0 0.264
H -0.225 1.716 -2.306 0.0 -0.1 -0.1 0.252
N -0.380 2.028 -0.278 -0.7 0.3 0.4 -0.544
C -2.103 4.125 -0.964 -0.1 0.1 0.0 -0.101
W 0.566 0.056 -0.008 1.4 0.4 0.5 1.521
H 5.087 0.600 4.543 0.0 0.0 0.0 0.250
P -1.356 -0.678 1.404 -0.5 -0.5 -0.4 2.005
C -3.939 -0.129 1.627 -0.1 -0.1 -0.1 -0.255
H -2.428 2.702 -3.808 0.0 0.0 0.0 0.242
H 3.903 -1.156 2.660 0.0 0.0 -0.1 0.275
H -4.543 0.766 1.531 0.0 0.0 0.0 0.211
H -1.282 -3.524 2.231 0.0 0.0 0.0 0.201
H -3.926 -2.659 -4.452 0.0 0.0 0.0 0.247
H -2.417 4.449 -3.577 0.0 0.0 0.0 0.239
H -2.193 4.467 1.162 0.0 0.0 0.0 0.258
H 0.182 -0.073 3.942 0.0 0.0 0.0 0.157
C -0.855 -0.381 4.085 0.0 0.0 0.0 -0.230
Br -0.605 2.545 2.490 0.0 0.2 -0.1 0.113
C 2.048 -0.275 2.068 0.5 0.0 0.4 0.706
H 3.146 -0.264 -3.653 0.0 0.0 0.0 0.261
H -4.357 -0.933 1.025 0.0 0.0 0.0 0.209
C -0.698 2.325 -1.556 0.2 0.0 -0.3 0.088
C -1.550 3.336 -1.954 0.0 0.1 -0.3 -0.024
C -1.846 3.538 -3.416 0.0 0.0 0.1 -0.638
C 2.560 0.002 -1.632 0.1 0.3 0.0 0.801
C -1.216 -3.348 1.160 0.0 0.0 0.1 -0.254
C -0.512 -1.504 -1.590 -0.3 -0.1 -0.1 0.781
C -1.143 -2.398 -2.536 0.0 0.1 0.0 -0.165
C 3.601 -0.199 -2.668 0.0 0.0 0.0 -0.722
N 3.178 2.930 1.956 0.0 0.2 0.1 -0.734
O 2.689 -0.387 -0.432 -0.4 -0.1 -0.1 -0.664
C -1.793 3.865 0.359 0.0 0.1 0.1 -0.253
H -0.912 -1.075 4.916 0.0 0.0 0.0 0.221
C 4.809 1.385 3.848 0.0 0.0 0.0 -0.430
N 3.672 0.924 3.055 0.0 -0.1 0.1 -0.351

Entry 5:
9
Properties=species:S:1:pos:R:3:forces:R:3:nbo_charge:R:1 method="wB97M-V/def2-TZVPD" total_energy_ev=-6251.740 homo_energy_ev=-7.60 relative_energy_kj_mol=737.1 spin_multiplicity=1
C -1.114 -0.982 -1.416 0.3 -1.1 -1.0 0.343
H 1.349 -1.724 0.383 0.2 0.5 -0.7 0.247
H -2.477 0.569 1.048 0.5 -0.7 -1.1 0.202
H 2.233 1.385 -0.425 -0.1 -0.6 0.4 0.244
C 1.976 0.378 -0.120 0.3 1.4 -1.0 -0.242
H -0.674 0.923 0.682 1.0 1.1 0.9 0.177
C -1.589 0.521 0.389 -1.3 3.7 4.4 -0.376
O -1.348 -0.305 -0.506 -0.7 -3.0 -3.1 -0.342
C 1.644 -0.765 -0.035 -0.3 -1.3 1.4 -0.252

Entry 6:
47
Properties=species:S:1:pos:R:3:forces:R:3:nbo_charge:R:1 method="wB97M-V/def2-TZVPD" smiles="CCc1nnc(NC(=O)Cn2nc(-c3ccc(OC)c(OC)c3)ccc2=O)s1" total_energy_ev=-45448.547 homo_energy_ev=-7.85 relative_energy_kj_mol=76.9 spin_multiplicity=1
N -4.119 -0.778 -0.003 1.2 0.3 0.9 -0.340
O -2.372 2.338 0.254 -0.2 0.2 -0.3 -0.641
H 7.473 -1.099 1.071 0.0 0.0 -0.1 0.183
C -1.181 2.149 0.043 0.2 -0.1 -0.1 0.588
H 1.766 3.415 -1.121 0.0 0.1 0.0 0.224
C -7.484 -0.905 -1.332 -0.2 -0.1 -0.2 -0.451
H -0.896 -0.782 1.507 -0.1 0.1 0.0 0.248
H -8.176 -2.042 -3.025 -0.1 0.0 -0.1 0.209
H -6.891 -2.831 -2.098 0.0 -0.1 0.0 0.218
C 1.056 2.719 -0.703 -0.5 0.0 0.1 -0.166
C -1.509 -0.031 1.006 -0.2 -0.1 -0.1 -0.346
H -6.501 -1.484 -3.160 0.1 0.0 -0.1 0.220
N -0.614 0.941 0.410 -0.4 0.5 0.0 -0.178
C -2.374 0.689 2.032 0.2 -0.3 0.2 0.721
H 8.497 -1.304 -0.373 -0.1 0.0 0.0 0.188
H -2.137 -0.496 0.240 0.3 0.1 0.2 0.273
C 1.494 1.432 -0.269 -0.8 -0.1 0.2 0.138
C -6.240 -0.653 -0.566 -0.2 0.6 0.7 0.079
H 7.002 -2.257 -0.198 0.1 0.1 0.0 0.183
H 5.787 1.536 -2.020 0.1 0.0 -0.1 0.225
O 6.840 -0.251 -0.719 -0.2 0.2 -0.1 -0.492
C 3.781 1.568 -1.273 -0.3 -0.1 0.2 -0.210
H -8.243 -1.296 -0.649 0.0 0.1 0.0 0.222
C -4.503 0.017 0.937 -1.1 0.0 -0.4 0.263
O 5.070 -1.566 1.162 0.1 0.3 -0.3 -0.522
N -5.089 -1.138 -0.834 -0.8 -0.6 -1.1 -0.255
H 3.792 -1.465 2.795 0.0 0.0 0.0 0.180
C 4.625 -0.537 0.371 0.1 -0.1 0.0 0.296
H -7.856 0.050 -1.716 -0.1 0.0 0.0 0.223
N 0.645 0.599 0.276 1.0 -0.2 -0.2 -0.186
C -7.250 -1.879 -2.480 -0.1 0.1 0.1 -0.595
C 2.883 0.989 -0.384 0.6 -0.2 0.0 -0.084
C 5.533 0.062 -0.527 -0.1 0.2 -0.1 0.253
H 3.478 2.361 -1.937 0.0 0.1 -0.1 0.210
H -4.243 1.101 2.617 0.2 -0.1 -0.1 0.420
C 7.471 -1.291 -0.004 0.3 -0.3 0.2 -0.240
H 3.321 -2.625 1.519 0.0 0.0 0.0 0.180
H -0.623 4.033 -0.847 0.0 0.1 0.0 0.235
C -0.243 3.067 -0.552 0.3 0.0 -0.1 -0.247
O -1.910 1.307 2.957 0.1 0.0 0.0 -0.580
S -6.226 0.390 0.863 0.7 -0.4 -0.4 0.297
C 4.165 -2.174 2.050 -0.1 -0.1 0.1 -0.252
N -3.744 0.531 1.942 -0.2 0.3 0.8 -0.629
H 2.609 -0.494 1.098 0.0 -0.1 0.1 0.237
C 5.077 1.102 -1.334 0.2 -0.3 0.2 -0.227
C 3.325 -0.062 0.421 0.0 0.1 0.0 -0.271
H 4.735 -2.956 2.551 -0.1 0.0 0.0 0.200

Entry 7:
17
Properties=species:S:1:pos:R:3:forces:R:3:nbo_charge:R:1 method="wB97M-V/def2-TZVPD" smiles=NO[C@@](N)(O)N(N)N total_energy_ev=-12724.295 homo_energy_ev=-8.96 relative_energy_kj_mol=146.0 spin_multiplicity=1
H 0.675 -0.741 1.282 0.2 1.9 0.7 0.502
H 2.246 0.073 -0.900 0.0 0.0 0.0 0.396
N -1.314 1.531 1.110 0.3 0.0 -0.1 -0.537
N 0.730 -1.782 -0.839 -0.1 0.1 -0.1 -0.666
H 0.417 -1.606 -1.795 0.0 0.0 0.0 0.330
N 1.636 0.868 -0.763 -0.1 0.1 -0.1 -0.841
H -1.856 -0.701 0.680 0.0 0.0 -0.1 0.381
H -0.708 1.611 1.930 0.0 0.0 -0.1 0.367
H -1.697 -0.532 -0.923 0.0 0.0 0.1 0.333
N -1.420 -1.125 -0.137 0.3 0.1 0.0 -0.669
H -1.751 2.441 0.984 0.1 -0.1 0.0 0.353
H 1.283 1.230 -1.638 0.0 -0.1 0.0 0.376
C 0.629 0.576 0.169 -0.9 -0.8 -0.1 0.765
H 0.509 -2.752 -0.630 0.0 0.1 0.0 0.366
O -0.397 1.506 -0.019 0.0 -0.1 0.2 -0.428
O 1.030 0.380 1.434 0.1 -1.5 0.1 -0.781
N -0.011 -0.976 0.056 0.1 0.1 -0.4 -0.246

Entry 8:
65
Properties=species:S:1:pos:R:3:forces:R:3:nbo_charge:R:1 method="wB97M-V/def2-TZVPD" total_energy_ev=-63237.993 homo_energy_ev=-4.97 spin_multiplicity=1 total_charge=-1
N -0.834 -2.000 -5.880 -1.7 3.6 0.2 -0.589
C 1.944 -4.978 4.277 0.1 0.1 -0.2 -0.398
H 2.950 -5.360 4.469 -0.1 -0.2 0.1 0.195
O -0.718 5.154 -4.696 -0.3 -0.1 0.0 -0.624
H -4.703 3.918 -5.374 -0.2 0.1 0.1 0.194
C 1.489 -2.561 4.318 0.4 -0.6 -0.3 0.536
H -2.427 2.132 1.866 0.1 0.1 -0.1 0.203
O 0.516 -0.758 -7.473 -4.2 -0.2 4.8 -0.497
O -0.883 -1.024 -3.555 0.6 -2.7 -3.4 -0.702
C 2.759 -3.468 2.463 0.0 0.4 -0.1 -0.424
C -0.780 -0.346 3.073 -0.2 0.6 -0.5 -0.393
H -1.710 2.676 -5.455 0.0 -0.1 0.2 0.221
H -4.485 5.478 -4.544 0.1 -0.1 0.0 0.199
H 1.435 -5.630 3.563 0.0 -0.1 0.2 0.201
C -0.458 -2.068 -4.425 1.2 1.5 2.7 0.358
H -1.079 0.117 4.018 0.1 -0.1 0.1 0.174
N -1.544 0.252 1.995 -0.5 -0.6 -0.2 -0.449
C -4.240 4.414 -4.517 0.3 -0.2 0.0 -0.397
N 3.790 1.967 5.249 0.0 -0.6 -0.3 -0.439
H 5.683 2.376 6.012 0.1 0.2 -0.1 0.209
C -2.291 2.854 -4.547 0.3 0.0 0.0 -0.421
O -3.026 -0.054 0.270 0.1 0.2 0.6 -0.599
H 3.136 0.204 4.396 0.0 0.1 0.0 0.143
N 2.045 -3.648 3.713 -0.5 0.6 0.6 -0.424
I -1.543 -5.203 -4.542 0.2 0.1 -0.2 0.004
C -0.570 -3.479 -3.619 -1.4 2.1 2.6 -0.036
H 2.135 3.217 5.389 -0.2 0.0 0.1 0.192
H 4.536 3.742 6.082 -0.1 -0.1 -0.1 0.198
H 0.451 -3.878 -3.249 -1.8 0.7 -0.9 0.219
H -2.923 -1.586 -2.910 -0.7 0.3 0.0 -0.137
H -1.634 2.738 -3.682 0.0 -0.2 -0.1 0.224
H 2.560 2.337 6.884 -0.2 0.1 0.0 0.186
B -1.791 -1.635 -2.525 0.1 0.3 -0.2 0.434
H -2.369 -1.561 1.448 0.1 0.0 0.1 0.102
H -2.430 6.236 -4.659 -0.1 0.0 0.0 0.091
H -3.107 2.133 -4.486 0.1 0.1 0.0 0.217
H -1.523 -1.019 -1.532 -0.2 -0.3 0.4 -0.108
H -4.625 3.980 -3.591 -0.2 0.0 -0.1 0.199
H 2.081 -3.041 1.721 0.2 0.0 -0.1 0.228
O 1.537 -1.419 3.896 0.6 -0.5 0.3 -0.649
O 5.102 0.528 4.028 0.0 0.3 0.3 -0.631
O -1.394 -3.060 -2.519 2.2 -2.1 -1.3 -0.720
H 3.588 -2.772 2.622 0.0 0.0 -0.2 0.222
H -0.752 2.131 2.485 0.0 -0.2 0.0 0.192
C 4.878 2.895 5.485 0.1 -0.2 -0.2 -0.417
F -0.659 0.569 -6.028 0.4 -3.6 -0.6 -0.341
I 1.751 -1.749 -4.407 0.3 0.0 -0.3 0.013
H -0.956 -1.421 3.129 0.0 0.1 -0.1 0.201
H 5.260 3.251 4.525 0.1 0.1 0.2 0.214
F -3.116 -0.802 -5.677 2.8 -2.2 -0.8 -0.330
H 0.279 -0.165 2.897 -0.2 -0.1 0.1 0.225
C -0.279 -0.747 -6.496 3.6 1.5 -4.0 0.965
H 1.765 1.483 5.540 0.1 0.0 0.0 0.223
C 4.029 0.838 4.516 -0.2 0.1 0.1 0.517
O -2.910 -2.844 -6.688 3.0 4.8 2.9 -0.489
H 1.382 -4.965 5.213 0.0 0.1 -0.1 0.207
H 0.970 -2.808 5.259 0.0 -0.1 0.0 0.106
C -2.299 -1.915 -6.095 -4.3 -3.8 -2.2 0.956
N -2.807 4.210 -4.572 0.3 1.0 -0.1 -0.430
C 2.482 2.264 5.796 0.3 0.1 -0.1 -0.400
C -2.362 -0.489 1.188 0.0 0.3 -0.1 0.534
H 3.146 -4.422 2.101 -0.1 0.1 0.1 0.206
H -1.073 1.851 0.751 -0.1 0.2 0.1 0.222
C -1.438 1.678 1.767 -0.2 -0.2 -0.3 -0.415
C -1.931 5.253 -4.647 -0.2 -0.6 0.0 0.526